The following is a DFT calculation (ωB97M-V/def2-TZVPD) of a molecular structure, C25H22PPd.

The geometry in ORCA input format:
```
! RIJCOSX wB97M-V def2-TZVPD def2/J DEFGRID3
* xyz -1 1
Pd -0.346 -1.366 1.025
C 3.131 -2.812 2.529
C 1.719 -3.177 2.149
C 0.837 -3.699 3.093
C -0.483 -3.960 2.749
C -0.927 -3.780 1.440
C -0.014 -3.406 0.425
C 1.296 -3.037 0.820
H 3.761 -3.698 2.642
H 3.156 -2.270 3.476
H 3.585 -2.172 1.771
H 1.165 -3.828 4.119
H -1.185 -4.297 3.503
H -1.935 -4.068 1.171
H -0.264 -3.535 -0.620
H 2.019 -2.755 0.064
C -2.858 3.536 -3.856
C -3.523 3.351 -2.649
C -3.026 2.465 -1.705
C -1.843 1.749 -1.922
C -1.192 1.947 -3.140
C -1.691 2.826 -4.096
P -1.370 0.450 -0.661
C 0.353 0.117 -1.208
C 0.563 -0.917 -2.122
C 1.836 -1.226 -2.584
C 2.931 -0.500 -2.133
C 2.733 0.547 -1.239
C 1.458 0.860 -0.791
C -1.112 1.446 0.841
C -1.231 2.822 1.017
C -0.942 3.374 2.262
C -0.515 2.538 3.289
C -0.371 1.168 3.075
C -0.673 0.560 1.849
H -3.246 4.224 -4.598
H -4.436 3.897 -2.443
H -3.569 2.320 -0.776
H -0.269 1.415 -3.343
H -1.158 2.958 -5.031
H -0.288 -1.500 -2.459
H 1.974 -2.042 -3.284
H 3.930 -0.744 -2.475
H 3.579 1.123 -0.881
H 1.311 1.666 -0.082
H -1.532 3.469 0.200
H -1.037 4.442 2.422
H -0.288 2.961 4.264
H -0.016 0.555 3.899
*
```

The value obtained for the energy above the lowest of the compared OMol25 structures with the same formula, charge and spin is 2.3 kcal per mole. The HOMO energy comes out at -2.86 eV. The LUMO energy is 3.12 eV.

The following is a DFT calculation (ωB97M-V/def2-TZVPD) of a molecular structure, C28H26Cl3LaPS in a non-equilibrium geometry.

The geometry in ORCA input format:
```
! RIJCOSX wB97M-V def2-TZVPD def2/J DEFGRID3
* xyz 1 1
La 0.113 0.144 -0.277
Cl 0.521 0.104 2.701
C 2.210 -0.027 3.255
C 2.372 -0.065 4.627
C 3.662 -0.144 5.128
C 4.749 -0.182 4.262
C 4.546 -0.145 2.893
C 3.260 -0.063 2.353
P 2.991 -0.061 0.556
C 3.787 1.440 -0.081
C 3.990 1.541 -1.461
C 4.481 2.715 -2.011
C 4.760 3.802 -1.192
C 4.541 3.716 0.175
C 4.050 2.540 0.732
C 3.933 -1.493 -0.031
C 3.314 -2.740 0.050
C 3.988 -3.891 -0.326
C 5.293 -3.801 -0.795
C 5.918 -2.565 -0.876
C 5.244 -1.412 -0.492
H 1.512 -0.031 5.281
H 3.812 -0.176 6.199
H 5.754 -0.245 4.657
H 5.401 -0.186 2.228
H 3.768 0.705 -2.116
H 4.643 2.781 -3.078
H 5.145 4.718 -1.622
H 4.752 4.564 0.813
H 3.891 2.488 1.803
H 2.298 -2.833 0.423
H 3.498 -4.853 -0.257
H 5.822 -4.696 -1.095
H 6.936 -2.496 -1.237
H 5.746 -0.455 -0.557
Cl -1.954 -1.555 0.408
C -3.456 -0.587 0.122
C -4.570 -1.362 -0.105
C -5.766 -0.699 -0.323
C -5.785 0.685 -0.308
C -4.627 1.412 -0.075
Cl -4.764 3.134 -0.079
C -3.388 0.802 0.156
S -1.930 1.744 0.502
H -4.503 -2.441 -0.111
H -6.672 -1.261 -0.503
H -6.707 1.225 -0.478
C 0.785 -2.380 -2.580
C -0.218 -1.413 -3.215
C -0.200 -1.569 -4.729
C 0.059 0.028 -2.733
H 0.653 -3.390 -2.974
H 0.682 -2.478 -1.483
H 1.812 -2.060 -2.783
H -1.219 -1.716 -2.878
H 0.791 -1.300 -5.112
H -0.923 -0.896 -5.192
H -0.423 -2.586 -5.063
H -0.698 0.713 -3.138
H 1.010 0.361 -3.189
*
```

The HOMO energy comes out at -10.52 eV. The LUMO energy is -3.22 eV.

The following is a DFT calculation (ωB97M-V/def2-TZVPD) of a molecular structure, C6H8CsO6 in a non-equilibrium geometry.

The geometry in ORCA input format:
```
! RIJCOSX wB97M-V def2-TZVPD def2/J DEFGRID3
* xyz -1 1
O -4.020 -0.703 -0.651
O -2.366 -1.875 -1.643
C -2.763 -0.801 -1.134
C -4.892 -1.825 -0.780
C -4.590 -2.789 0.345
H -5.935 -1.480 -0.735
H -4.739 -2.301 -1.760
H -4.212 -2.254 1.227
H -5.509 -3.324 0.622
H -3.844 -3.536 0.040
C 4.377 1.734 -0.114
C 4.150 3.033 0.612
O 5.175 3.045 1.657
C 5.518 1.778 1.892
O 4.967 0.952 1.026
O 6.319 1.456 2.745
O -2.044 0.227 -0.993
H 5.256 1.891 -0.771
H 3.186 3.102 1.142
H 4.281 3.921 -0.021
Cs 1.683 -0.251 -2.706
*
```

The value obtained for the energy above the lowest of the compared OMol25 structures with the same formula, charge and spin is 0.0 kcal per mole. The HOMO energy comes out at -3.75 eV. The LUMO energy is 1.17 eV.

The following is a DFT calculation (ωB97M-V/def2-TZVPD) of a single C5H7N molecule.

The geometry in ORCA input format:
```
! RIJCOSX wB97M-V def2-TZVPD def2/J DEFGRID3
* xyz 0 1
C 1.518 0.033 0.210
C 0.072 0.252 -0.248
C -0.884 0.835 0.890
N -0.356 1.480 -0.656
C -0.480 -0.945 -0.927
C -0.897 -1.905 -1.524
H 2.151 -0.117 -0.670
H 1.614 -0.856 0.843
H 1.875 0.917 0.747
H -1.766 0.202 0.989
H -0.302 1.005 1.795
H -1.251 1.852 0.585
H -1.295 -2.755 -2.035
*
```

The value obtained for the energy above the lowest of the compared OMol25 structures with the same formula, charge and spin is 132.6 kcal per mole. The HOMO energy comes out at -8.62 eV. The LUMO energy is 0.90 eV.

The following is a DFT calculation (ωB97M-V/def2-TZVPD) of a molecular structure, C29H32F4N6O2Rb in a non-equilibrium geometry.

The geometry in ORCA input format:
```
! RIJCOSX wB97M-V def2-TZVPD def2/J DEFGRID3
* xyz -1 1
Rb -0.011 -0.020 -0.065
C 0.906 -0.080 3.869
C 1.283 -1.473 3.379
N 2.042 -1.436 2.140
C 3.314 -0.715 2.287
C 3.339 0.580 1.485
C 2.192 -2.760 1.547
C 2.872 -2.766 0.187
N 2.183 -1.881 -0.721
C 2.671 -1.681 -1.941
C 2.026 -0.731 -2.802
F 0.938 -0.079 -2.303
C 2.429 -0.429 -4.074
F 1.724 0.488 -4.771
C 3.532 -1.026 -4.669
C 4.183 -1.953 -3.875
F 5.262 -2.601 -4.371
C 3.793 -2.273 -2.595
F 4.512 -3.235 -1.954
H 0.276 -0.155 4.760
H 0.370 0.500 3.109
H 1.794 0.497 4.147
H 0.384 -2.064 3.197
H 1.843 -2.004 4.174
H 4.134 -1.360 1.963
H 3.500 -0.512 3.347
H 3.244 0.352 0.420
H 4.272 1.131 1.644
H 2.503 1.229 1.766
H 1.187 -3.187 1.443
H 2.759 -3.434 2.217
H 2.882 -3.815 -0.139
H 3.930 -2.506 0.323
H 3.855 -0.788 -5.673
O -0.529 2.011 1.336
C -0.972 3.206 1.362
C -0.778 4.046 2.513
C -1.246 5.339 2.586
C -1.956 5.911 1.518
C -2.163 5.130 0.396
C -1.697 3.815 0.276
C -1.949 3.068 -0.976
N -1.722 1.791 -1.220
C -2.114 1.561 -2.528
C -2.584 2.705 -3.089
N -2.474 3.658 -2.092
H -0.224 3.603 3.334
H -1.061 5.922 3.482
H -2.332 6.924 1.567
H -2.729 5.571 -0.420
H -2.011 0.580 -2.974
H -2.959 2.939 -4.072
H -2.693 4.631 -2.186
C -4.463 -1.697 -1.570
C -3.193 -2.126 -0.879
O -2.097 -1.892 -1.351
N -3.361 -2.738 0.334
C -2.263 -2.854 1.287
C -2.441 -1.813 2.373
C -2.673 -2.107 3.705
C -2.821 -1.050 4.597
C -2.722 0.247 4.129
C -2.467 0.446 2.776
N -2.342 -0.561 1.913
H -4.251 -1.525 -2.621
H -4.797 -0.755 -1.124
H -5.260 -2.438 -1.462
H -4.284 -2.665 0.726
H -1.341 -2.597 0.768
H -2.183 -3.867 1.674
H -2.731 -3.138 4.035
H -3.005 -1.242 5.648
H -2.813 1.096 4.794
H -2.323 1.443 2.368
*
```

The value obtained for the energy above the lowest of the compared OMol25 structures with the same formula, charge and spin is 11.0 kcal per mole. The HOMO energy comes out at -3.51 eV. The LUMO energy is 1.98 eV.

The following is a DFT calculation (ωB97M-V/def2-TZVPD) of a molecular structure, C18H52O8 in a non-equilibrium geometry.

The geometry in ORCA input format:
```
! RIJCOSX wB97M-V def2-TZVPD def2/J DEFGRID3
* xyz 0 1
C -21.722 7.729 12.879
C -23.194 7.443 12.623
C -23.878 8.682 12.075
O -23.295 6.480 11.635
H -21.198 6.960 13.447
H -21.555 8.625 13.476
H -21.238 8.052 11.957
H -23.665 7.131 13.555
H -23.841 9.460 12.838
H -24.898 8.494 11.739
H -23.263 9.131 11.296
H -24.183 6.288 11.326
C -23.201 1.524 12.274
C -24.279 0.391 12.147
C -24.528 -0.290 13.497
O -25.433 1.052 11.859
H -22.198 1.131 12.439
H -23.393 2.135 13.156
H -22.969 2.295 11.539
H -24.106 -0.365 11.381
H -24.631 0.508 14.233
H -23.631 -0.871 13.712
H -25.364 -0.990 13.508
H -26.135 0.689 12.405
C -25.159 4.558 12.224
C -26.068 5.646 11.540
C -26.412 6.764 12.551
O -25.105 6.175 10.624
H -25.706 3.952 12.946
H -24.373 5.016 12.824
H -24.759 3.793 11.558
H -26.895 5.226 10.968
H -26.658 7.613 11.912
H -25.492 7.074 13.047
H -27.195 6.533 13.272
H -24.643 5.504 10.116
C -23.082 6.414 9.029
C -22.314 7.350 8.209
C -21.474 8.353 9.002
O -21.549 6.492 7.542
H -23.802 7.032 9.565
H -22.421 5.832 9.671
H -23.561 5.717 8.341
H -22.993 7.958 7.611
H -20.827 8.901 8.317
H -20.866 7.985 9.829
H -22.150 8.892 9.665
H -20.764 6.915 7.184
C -23.319 3.635 14.962
C -24.654 4.409 14.985
C -25.676 4.292 16.122
O -24.241 5.796 14.832
H -22.623 3.785 14.136
H -23.707 2.622 14.853
H -22.810 3.896 15.890
H -25.138 4.273 14.018
H -26.616 4.845 16.104
H -25.223 4.613 17.059
H -25.974 3.243 16.150
H -25.038 6.308 14.983
C -19.820 2.981 10.489
O -21.018 2.576 9.909
H -19.613 4.018 10.227
H -19.894 2.779 11.557
H -18.959 2.499 10.025
H -21.088 2.699 8.960
C -23.423 3.777 9.194
O -24.744 4.065 9.662
H -23.249 2.723 8.981
H -23.131 4.324 8.298
H -22.713 3.967 10.000
H -25.304 3.285 9.680
C -22.376 4.068 12.073
O -21.697 5.119 11.510
H -21.843 3.135 11.890
H -22.470 4.094 13.159
H -23.322 3.873 11.567
H -22.316 5.817 11.283
*
```

The value obtained for the energy above the lowest of the compared OMol25 structures with the same formula, charge and spin is 309.4 kcal per mole. The HOMO energy comes out at -8.08 eV. The LUMO energy is 0.54 eV.

- Which of these has the lowest HOMO?
  C28H26Cl3LaPS

Copy entry 2 word for word.
The following is a DFT calculation (ωB97M-V/def2-TZVPD) of a molecular structure, C28H26Cl3LaPS in a non-equilibrium geometry.

The geometry in ORCA input format:
```
! RIJCOSX wB97M-V def2-TZVPD def2/J DEFGRID3
* xyz 1 1
La 0.113 0.144 -0.277
Cl 0.521 0.104 2.701
C 2.210 -0.027 3.255
C 2.372 -0.065 4.627
C 3.662 -0.144 5.128
C 4.749 -0.182 4.262
C 4.546 -0.145 2.893
C 3.260 -0.063 2.353
P 2.991 -0.061 0.556
C 3.787 1.440 -0.081
C 3.990 1.541 -1.461
C 4.481 2.715 -2.011
C 4.760 3.802 -1.192
C 4.541 3.716 0.175
C 4.050 2.540 0.732
C 3.933 -1.493 -0.031
C 3.314 -2.740 0.050
C 3.988 -3.891 -0.326
C 5.293 -3.801 -0.795
C 5.918 -2.565 -0.876
C 5.244 -1.412 -0.492
H 1.512 -0.031 5.281
H 3.812 -0.176 6.199
H 5.754 -0.245 4.657
H 5.401 -0.186 2.228
H 3.768 0.705 -2.116
H 4.643 2.781 -3.078
H 5.145 4.718 -1.622
H 4.752 4.564 0.813
H 3.891 2.488 1.803
H 2.298 -2.833 0.423
H 3.498 -4.853 -0.257
H 5.822 -4.696 -1.095
H 6.936 -2.496 -1.237
H 5.746 -0.455 -0.557
Cl -1.954 -1.555 0.408
C -3.456 -0.587 0.122
C -4.570 -1.362 -0.105
C -5.766 -0.699 -0.323
C -5.785 0.685 -0.308
C -4.627 1.412 -0.075
Cl -4.764 3.134 -0.079
C -3.388 0.802 0.156
S -1.930 1.744 0.502
H -4.503 -2.441 -0.111
H -6.672 -1.261 -0.503
H -6.707 1.225 -0.478
C 0.785 -2.380 -2.580
C -0.218 -1.413 -3.215
C -0.200 -1.569 -4.729
C 0.059 0.028 -2.733
H 0.653 -3.390 -2.974
H 0.682 -2.478 -1.483
H 1.812 -2.060 -2.783
H -1.219 -1.716 -2.878
H 0.791 -1.300 -5.112
H -0.923 -0.896 -5.192
H -0.423 -2.586 -5.063
H -0.698 0.713 -3.138
H 1.010 0.361 -3.189
*
```

The HOMO energy comes out at -10.52 eV. The LUMO energy is -3.22 eV.